The molecule C19H28N2O3S2. Source: OMol25; level of theory: ωB97M-V/def2-TZVPD.

Geometry as XYZ:
```
54
Properties=species:S:1:pos:R:3:forces:R:3:nbo_charge:R:1
C 1.211442 -3.285345 -0.514175 0.0 0.0 0.1 -0.221
H -5.423763 4.463423 1.325773 0.0 0.0 0.0 0.219
C -1.665026 3.235309 0.304191 0.0 0.1 0.0 0.007
C 2.729106 -1.105255 3.232059 0.0 0.0 0.0 -0.747
H 2.638559 -5.424421 -1.395797 0.0 0.0 0.0 0.231
H 0.475348 -2.625939 -3.063791 0.0 0.0 0.0 0.213
H 3.699234 -0.958021 3.703369 0.0 0.0 0.0 0.235
H -5.979071 2.938395 0.500898 0.0 0.0 0.0 0.213
H 3.189031 -1.728719 -2.733133 0.0 0.0 0.0 0.222
H 3.953247 -1.757085 0.144715 0.0 0.0 0.0 0.226
O 0.149322 -2.309043 1.792999 0.0 0.0 0.0 -0.627
C 1.203492 -3.438762 -3.032707 0.0 0.0 0.0 -0.603
H 1.209880 -0.640187 -1.880457 0.0 0.0 0.0 0.195
H 0.103889 0.675522 3.477184 0.0 0.0 0.0 0.211
H -0.687333 3.627192 0.019391 0.0 0.0 0.0 0.202
H 2.708514 -2.079956 2.747747 0.0 0.0 0.0 0.226
C -0.242843 0.423968 2.476531 0.0 0.0 0.0 -0.202
H 4.993610 -1.772906 -1.278870 0.0 0.0 0.0 0.224
H 3.510938 -4.660903 -2.731469 0.0 0.0 0.0 0.213
H -5.471167 3.963596 -1.749699 0.0 0.0 0.0 0.210
C -2.732725 4.317492 0.429198 0.0 -0.1 0.0 -0.410
H 0.203713 -3.668944 -0.685347 0.0 0.0 0.0 0.210
N -0.464864 1.574542 1.602357 0.0 0.0 0.0 -0.430
S 2.542852 0.233828 2.037529 0.0 0.0 0.0 0.226
S 4.383785 -4.007022 -0.569855 0.0 0.0 0.0 0.181
H 0.647210 -4.377757 -3.045628 0.0 0.0 0.0 0.217
C -1.532988 2.400140 1.584324 0.0 0.0 0.0 0.659
C -5.329756 3.804548 0.473220 0.0 0.0 0.0 -0.400
C 1.890517 -1.039546 -1.122439 0.0 0.0 0.0 -0.217
H 1.647140 -3.852417 0.310376 0.0 0.0 0.0 0.225
C -3.975700 3.635170 -0.132746 0.0 0.0 0.0 -0.092
H -2.457005 5.184480 -0.171287 0.0 0.0 0.0 0.212
C 0.390093 1.079891 0.525268 0.0 0.0 0.0 -0.204
H -0.170455 0.731896 -0.344002 0.0 0.0 0.0 0.220
H -1.102110 -0.244414 2.535481 0.0 0.0 0.0 0.225
C 0.676913 -1.501349 1.042667 0.0 0.0 0.0 0.677
O -2.333530 2.447392 2.501579 0.0 0.0 0.0 -0.611
H -4.903518 5.486751 -0.924360 0.0 0.0 0.0 0.211
C 4.109747 -2.221490 -0.829076 0.0 0.0 0.0 -0.533
H -3.919889 1.990794 -1.591207 0.0 0.0 0.0 0.193
H 1.950743 -1.059709 3.991260 0.0 0.0 0.0 0.227
C -5.022769 4.411971 -0.872323 0.0 0.0 0.0 -0.407
H 1.173946 1.770483 0.206125 0.0 0.0 0.0 0.205
C 0.841241 -0.057512 1.480804 0.0 0.0 0.0 -0.256
C 2.877760 -2.030987 -1.731870 0.0 0.0 0.0 -0.225
H 1.809525 -3.389149 -3.939278 0.0 0.0 0.0 0.211
O -2.098351 2.376501 -0.753257 0.0 0.0 0.0 -0.524
C -3.517046 2.270445 -0.618290 0.0 0.0 0.0 -0.063
H 2.394313 -0.207290 -0.634186 0.0 0.0 0.0 0.225
H -3.765815 1.493104 0.113543 0.0 0.0 0.0 0.176
H -2.861841 4.618958 1.466959 0.0 0.0 0.0 0.241
N 1.175653 -1.867390 -0.157113 0.0 0.0 0.0 -0.439
C 2.077524 -3.351665 -1.783725 0.0 0.1 0.0 -0.060
C 3.089273 -4.492606 -1.739459 -0.1 0.0 0.0 -0.515
```
Forces are in eV/Å.

The gap between HOMO and LUMO comes out at 9.16 eV. Its energy relative to the best compared isomer or geometry (same formula, charge and spin) is 23.9 kcal per mole. As for the charge: 0. The calculation puts the LUMO energy at 0.480 eV. As for the SMILES: CSC1(C(=O)N2C[C@H]3CSC[C@@]3(C)C2)CN(C(=O)[C@@H]2CC3(CC3)CO2)C1. The HOMO energy comes out at -8.68 eV.


The molecule C3H5NO2. Source: OMol25; level of theory: ωB97M-V/def2-TZVPD.

Geometry as XYZ:
```
11
Properties=species:S:1:pos:R:3:forces:R:3:nbo_charge:R:1
C -0.157936 1.090636 0.508237 -0.2 0.5 0.0 0.812
H 0.578925 1.882488 -1.307341 0.0 -0.1 0.1 0.244
C 0.785730 1.032607 -0.656420 0.0 0.0 -0.1 -0.747
C -0.399607 -1.305273 0.849446 0.0 -0.2 -0.2 0.414
O -0.225688 -0.048104 1.319923 -0.1 0.0 0.0 -0.527
H 1.806603 1.128220 -0.270513 -0.1 -0.1 0.0 0.242
H -0.312223 -1.999103 1.691168 0.0 0.1 -0.2 0.161
O -0.748814 2.062927 0.872038 0.2 -0.5 -0.1 -0.517
H 0.691019 0.096091 -1.204046 0.0 0.1 0.1 0.263
N -0.656063 -1.594121 -0.351373 0.0 0.0 0.4 -0.705
H -0.767542 -2.601582 -0.449370 0.0 0.1 0.0 0.360
```
Forces are in eV/Å.

The gap between HOMO and LUMO comes out at 11.53 eV. Its energy relative to the best compared isomer or geometry (same formula, charge and spin) is 20.7 kcal per mole. As for the charge: 0. The calculation puts the LUMO energy at 0.832 eV. As for the SMILES: [H]/N=C/OC(C)=O. The HOMO energy comes out at -10.70 eV.


A cluster of 2 separate species, C5H18N2Si2 in total. Source: OMol25; level of theory: ωB97M-V/def2-TZVPD.

Geometry as XYZ:
```
27
Properties=species:S:1:pos:R:3:forces:R:3:nbo_charge:R:1
C -0.640632 -2.909041 1.282552 0.0 2.5 -0.1 -1.123
H -1.687189 0.393469 1.760173 0.1 0.5 -0.3 0.214
N 0.236642 -2.101046 -1.423482 -2.2 0.0 0.3 -1.297
Si 0.550947 -1.757637 0.251339 -1.6 -0.3 0.7 1.694
Si -0.467290 1.856047 -0.179845 -1.6 -1.1 -0.1 1.667
C 2.324479 -2.152566 0.720176 0.7 -2.7 0.4 -1.189
H 0.048344 4.353122 -0.876837 0.3 1.2 -2.3 0.224
H 0.705387 3.975521 0.683109 -0.3 -0.3 -0.7 0.233
N 0.830688 0.818736 -0.837768 -0.7 0.7 -0.9 -1.271
H -0.999785 4.267945 0.573112 1.0 -0.8 -1.3 0.243
C -0.794666 0.944627 1.449029 0.9 -0.7 -1.0 -1.080
H -1.914436 2.202570 -2.256268 -0.4 0.0 0.3 0.224
H 0.692619 -1.515776 -2.082977 0.7 0.5 -0.5 0.384
H -1.712324 -2.680592 1.075074 0.7 0.5 0.7 0.238
H 2.893121 -1.419786 1.235955 0.1 0.9 0.9 0.246
H -2.832803 1.339384 -0.965397 -0.9 -0.2 0.1 0.233
H -0.790157 -1.980709 -1.658208 1.6 -0.5 0.5 0.393
H -0.018760 0.934579 2.212776 -0.1 0.3 0.1 0.197
C -1.906953 1.424697 -1.478802 2.7 0.7 -0.1 -1.071
H 2.361170 -3.155393 1.398006 -0.3 2.3 -1.5 0.253
H -0.620757 -3.927530 1.114453 0.7 -2.4 -0.9 0.227
C -0.134549 3.795648 -0.037379 -1.1 -1.7 4.3 -1.084
H -1.581244 0.518349 -2.033848 -0.5 0.2 0.7 0.221
H -0.308361 -2.809747 2.327599 -0.7 0.4 -0.1 0.234
H 1.656628 0.954685 -0.333098 1.7 0.1 1.1 0.371
H 3.013025 -2.366486 -0.123156 -0.8 -0.1 0.0 0.251
H 1.096856 0.996929 -1.796288 0.0 0.2 -0.4 0.370
```
Forces are in eV/Å.

The gap between HOMO and LUMO (alpha / beta) comes out at 7.69 / 6.44 eV. Its energy relative to the best compared isomer or geometry (same formula, charge and spin) is 0.0 kcal per mole. As for the charge: 0. The calculation puts the LUMO energy (alpha / beta) at 0.287 / 0.135 eV. The HOMO energy (alpha / beta) comes out at -7.40 / -6.30 eV.


A structure of composition C33H46Br48N2. Source: OMol25; level of theory: ωB97M-V/def2-TZVPD.

Geometry as XYZ:
```
129
Properties=species:S:1:pos:R:3:forces:R:3:lowdin_charge:R:1
Br -3.737101 6.302057 -1.701620 0.3 -0.1 -0.3 0.534
Br 3.894653 -3.376964 9.799860 0.1 -0.4 0.3 0.535
Br -6.260461 -4.561029 -3.463176 0.1 -0.3 -0.3 0.599
Br -0.509873 -0.886770 3.880170 0.0 0.3 -0.3 0.557
C -8.484931 1.372380 -2.435742 0.1 1.6 0.2 -0.087
Br -5.141907 -9.182930 0.956862 0.2 -0.1 -0.4 0.557
Br -2.863282 -8.500313 -1.207414 -0.3 -0.2 0.1 0.526
C 0.389588 -1.570811 -2.297595 -1.2 1.4 -0.9 -0.206
H 1.154023 -2.321570 -4.286260 -0.2 1.5 0.5 0.102
Br 10.282592 6.447170 2.214118 0.2 -0.3 0.0 0.562
C -9.239954 4.495314 -0.460643 0.0 0.2 -0.1 -1.615
C 2.466212 0.909974 -3.548353 1.4 -0.6 -0.5 -0.211
H 0.844757 -0.838254 -1.527971 -0.4 -1.4 -1.2 0.072
Br -6.113647 7.458673 -4.427890 -0.2 0.4 0.0 0.531
H 11.370093 -0.487217 5.607976 0.2 0.2 0.2 -0.137
Br -8.660525 6.342362 -0.339404 -0.1 -0.5 0.0 0.563
Br 8.600647 2.297175 0.772464 0.0 -0.2 0.3 0.603
H -7.313022 1.297579 -0.550758 0.6 -0.1 -1.9 0.078
H 4.784906 2.855134 -1.524903 -1.5 -1.0 -0.1 0.105
Br -3.946234 -2.236651 1.019058 -0.3 -0.5 0.2 0.568
Br -4.514519 -11.247338 -1.424020 0.1 0.4 0.1 0.569
H 2.805297 -1.022959 -2.397456 -0.1 0.4 -1.6 0.087
H -7.509071 -1.057694 -1.829753 1.4 1.1 0.3 0.103
Br -0.426557 -9.035882 -4.532739 0.1 -0.2 0.3 0.539
H 2.939510 2.568342 -1.309236 1.5 -0.5 -0.9 0.094
C -7.064424 1.117730 -1.667120 0.1 0.7 1.0 -0.272
C 1.152579 4.256187 6.719688 0.1 0.1 -0.1 -1.602
H -9.320419 1.380735 -1.635692 1.4 0.1 -1.3 0.120
H -1.297070 -2.809406 -3.986910 -0.8 0.4 1.2 0.106
C -6.345698 9.311691 -3.911253 -0.1 -0.1 -0.1 -1.596
H -4.761507 -2.657047 -2.167677 0.5 1.8 -0.4 0.041
C -8.527917 2.835659 -3.110574 -1.0 1.1 -1.5 -0.188
Br -7.026993 9.451638 -2.102150 0.2 0.0 -0.3 0.538
C 2.526905 -0.692212 -3.455975 -1.2 0.1 -0.8 -0.220
H 1.619138 1.380060 -2.942579 1.1 -0.8 -0.7 0.109
Br -1.160556 4.608107 -2.612381 -0.3 0.2 -0.1 0.545
C 4.234837 0.933236 -0.512909 0.8 0.4 0.1 -0.127
Br 10.048420 0.209963 2.739755 -0.2 0.2 -0.2 0.553
Br 2.433116 4.854721 -3.719686 0.0 0.3 -0.1 0.565
H -6.048995 -0.706964 -0.777709 -0.6 0.7 -1.8 0.062
H 0.420427 -0.583916 -4.407186 0.9 -1.1 0.9 0.109
H 2.238358 4.252960 6.636343 -0.3 0.0 0.0 -0.021
C 11.280850 4.791013 2.061490 0.0 0.0 -0.1 -1.615
H 3.362924 -4.949274 11.650830 0.0 0.0 -0.3 -0.025
H -3.061546 -0.867351 -4.201637 -0.5 -1.6 0.7 0.116
Br 1.507416 -5.506759 10.091833 0.4 0.1 0.0 0.559
N -8.688539 3.901644 -3.627555 0.8 -4.5 2.2 0.153
Br 6.859934 0.562811 2.844756 0.4 0.2 -0.1 0.569
Br 3.380119 -0.950821 5.110522 -0.1 0.0 0.3 0.546
H -3.449643 4.696809 -3.577285 0.1 0.2 0.2 -0.056
H 4.082953 2.410760 -3.830839 0.0 -1.3 1.2 0.064
Br 2.861972 6.897682 -6.161273 -0.1 -0.1 0.3 0.562
C -1.926926 -2.447684 -3.104810 -0.3 1.6 -0.4 -0.197
Br -2.475850 6.733180 -4.629171 0.1 -0.2 0.3 0.539
Br 10.950866 1.829406 6.402190 0.2 -0.4 0.2 0.520
C 3.335604 -5.067218 10.568802 0.0 0.0 0.1 -1.596
Br 1.862930 0.484408 7.551045 0.2 -0.5 0.0 0.530
H 3.572466 1.057108 0.419259 0.9 -0.4 -1.5 0.017
H -1.237175 -0.247780 -3.048062 -0.2 -1.4 1.1 0.112
Br 0.950841 0.453053 1.348516 -0.3 0.0 0.2 0.607
C -5.214872 -3.702476 1.097624 0.1 -0.1 0.1 -1.555
C -4.390578 -1.614923 -2.510623 0.0 -0.3 -1.2 -0.237
H 8.672105 2.214063 3.257957 0.0 -0.2 -0.2 -0.038
C 3.914151 1.521171 -3.114154 -1.2 1.0 -0.5 -0.231
C 1.048100 -1.304330 -3.773082 1.1 -0.6 1.7 -0.194
C -5.461008 -5.447493 -4.993449 -0.1 -0.1 -0.1 -1.578
C 11.950466 0.174725 6.247202 0.1 0.0 -0.2 -1.633
H -3.709927 -2.593068 -4.499055 0.3 1.2 1.3 0.052
Br 12.995836 5.059354 1.195948 -0.3 0.0 0.2 0.567
Br -8.440219 3.395125 0.923460 -0.2 0.2 -0.1 0.598
C -5.971313 2.215982 -2.044263 1.0 1.2 -1.8 -0.136
Br 2.141643 8.016870 -3.236638 0.0 -0.3 -0.2 0.558
C 3.936166 2.080942 -1.613452 0.5 -0.6 0.3 -0.255
C -0.578861 0.514306 2.539825 0.1 0.0 0.1 -1.579
H -1.641499 -1.047388 -1.360976 0.8 0.0 -1.6 0.080
Br 4.562695 -6.501525 10.122898 -0.2 0.3 0.0 0.565
H -0.532728 1.465240 3.068784 -0.1 -0.2 -0.2 -0.070
Br -4.723799 10.345961 -4.161682 -0.3 -0.2 0.1 0.555
Br 9.072413 -1.670366 5.781955 -0.4 -0.1 0.2 0.590
Br 1.613188 -2.693328 7.146472 0.0 0.4 -0.3 0.530
C 8.414961 -1.876689 7.593905 0.1 -0.1 0.2 -1.590
H 5.314737 1.088188 -0.153274 -1.5 -0.4 -0.4 0.043
Br 1.193147 -11.691445 -3.726736 -0.2 0.3 0.1 0.565
H 0.864644 6.496299 -4.733998 0.2 0.0 0.1 -0.063
C 2.741698 -1.130455 6.934094 0.1 -0.1 0.1 -1.592
Br 11.469938 3.902447 3.776070 -0.1 0.2 -0.4 0.522
H 4.198116 -0.130301 -0.944292 -0.2 1.6 0.7 0.070
H 3.616359 -1.279362 7.566443 -0.2 0.0 -0.2 -0.060
Br 7.284457 -3.441094 7.779253 0.2 0.3 -0.1 0.561
H 4.734592 0.755597 -3.339578 -1.1 1.0 0.6 0.114
H 0.502270 -2.666079 -2.001055 0.1 1.6 -0.2 0.116
H -8.751064 0.538624 -3.165103 0.6 1.4 0.6 0.124
H -6.229712 -1.476300 -3.752691 0.7 1.2 1.0 0.088
C -5.663925 -0.751474 -3.058412 0.5 -1.5 0.8 -0.177
H -8.884365 4.112523 -1.416910 -0.2 0.3 0.5 -0.108
Br 7.530810 -0.269440 8.224424 0.1 -0.3 -0.2 0.563
H 3.275923 -1.103359 -4.234575 -1.0 0.8 1.4 0.116
H -5.359633 -3.940276 2.150340 0.0 0.1 -0.3 -0.023
C 1.926322 6.558002 -4.496376 -0.2 0.0 0.0 -1.611
C 8.560458 1.431328 2.508418 -0.1 0.1 0.2 -1.587
N -5.230810 3.031693 -2.508376 -3.0 -3.5 2.2 0.165
Br 0.550365 6.032218 6.225412 0.1 -0.4 0.1 0.573
C -2.797674 5.476326 -3.184387 -0.2 -0.1 0.1 -1.603
H 10.701135 4.127594 1.421258 0.2 0.2 0.2 -0.097
H -5.301329 -8.889602 -1.507527 0.2 -0.1 0.2 -0.025
Br 1.093874 -9.197219 -1.703428 -0.2 -0.2 -0.3 0.549
Br 13.663060 0.445051 5.378137 -0.3 0.0 0.2 0.574
Br 0.723357 3.836061 8.564227 0.0 0.1 -0.4 0.553
Br 0.486196 2.903209 5.500401 0.0 0.4 0.1 0.538
Br -5.093771 -4.203170 -6.435504 -0.1 -0.3 0.3 0.591
Br -3.884649 -6.464362 -4.497518 -0.3 0.2 0.0 0.549
H -7.099189 9.737136 -4.572008 0.2 -0.1 0.2 -0.027
C -4.559519 -9.385195 -0.882742 -0.1 0.0 0.0 -1.599
C -6.557893 -0.400358 -1.769036 -0.6 -0.1 -0.5 -0.202
Br -4.525708 -5.299482 0.241918 -0.1 0.3 0.1 0.543
H -6.193787 -6.160410 -5.368044 0.2 0.2 0.1 -0.027
Br 12.141479 -0.717498 7.959833 -0.1 0.2 -0.3 0.584
C -1.172693 -1.197465 -2.402442 0.6 -1.5 0.2 -0.215
Br -2.258818 0.489165 1.568211 0.4 0.2 0.1 0.539
C 0.151909 -10.187881 -3.081323 -0.1 -0.1 0.1 -1.628
H -3.901756 -1.134616 -1.594848 -0.7 -0.4 -1.5 0.054
H 2.297601 1.174255 -4.661493 0.1 -0.4 1.8 0.114
C -3.313533 -1.874033 -3.689703 0.2 -0.2 0.4 -0.206
H 9.283388 -2.033900 8.232218 -0.2 0.1 -0.2 -0.053
Br -6.946274 -3.198917 0.384109 0.2 -0.2 0.1 0.600
H -0.747029 -10.596667 -2.621541 0.2 0.1 -0.1 -0.051
H -2.064407 -3.297384 -2.352000 0.1 1.1 -1.0 0.116
Br -11.173707 4.345001 -0.473295 0.4 0.0 0.0 0.566
H -5.352152 0.140979 -3.695434 -0.3 -1.0 1.1 0.111
```
Forces are in eV/Å.

The gap between HOMO and LUMO comes out at 9.34 eV. As for the charge: 0. The calculation puts the LUMO energy at -0.478 eV. The HOMO energy comes out at -9.82 eV.